DFT (ωB97M-V/def2-TZVPD) results for the molecule C5H6O2.

Summary:
**Frontier orbital gap**: 10.56 eV
**Structure (SMILES)**: O=CCC#CCO
**Highest occupied orbital energy**: -9.931 eV

CARTESIAN COORDINATES (ANGSTROEM)
1 O -2.7306 0.9017 -0.6609
2 C -1.5497 1.6770 -0.6607
3 C -0.4623 0.8996 -0.0835
4 C 0.2430 0.0744 0.4391
5 C 1.4386 -0.6851 0.7627
6 C 1.5917 -2.0454 0.1187
7 O 2.2240 -2.9474 0.6064
8 H -2.7507 0.4528 0.1951
9 H -1.6655 2.6205 -0.1083
10 H -1.3213 1.9290 -1.7016
11 H 1.7138 -0.7105 1.8222
12 H 2.1115 -0.0552 0.1695
13 H 1.1574 -2.1113 -0.8987

Löwdin atomic charge list, values in e, 8 entries: number 1, O, carries -0.06; number 2, C, carries -0.28; number 3, C, carries 0.00; number 4, C, carries -0.04; number 5, C, carries -0.16; number 6, C, carries -0.26; number 7, O, carries 0.06; number 8, H, carries 0.09


DFT (ωB97M-V/def2-TZVPD) results for the molecule C5H6O2S.

Summary:
**Frontier orbital gap**: 7.97 eV
**Highest occupied orbital energy**: -8.261 eV

CARTESIAN COORDINATES (ANGSTROEM)
1 C 1.8139 -0.6946 0.1098
2 C 0.3443 -0.8210 0.3920
3 C -2.5683 -0.1242 0.0849
4 C -1.8502 0.9672 0.0581
5 C 2.0060 0.7031 0.0994
6 O 2.5755 -1.6116 0.1292
7 O 2.5531 1.3878 -0.8173
8 S -0.0594 0.9787 0.4461
9 H 0.0774 -1.4010 -0.4653
10 H -0.0652 -1.2226 1.4339
11 H -1.9588 -0.9829 0.4559
12 H -3.5500 -0.1203 -0.1777
13 H -2.1937 2.0070 -0.1384
14 H 2.8753 0.9342 -1.6105

Löwdin atomic charge list, values in e, 8 entries: number 1, C, carries -0.59; number 2, C, carries -0.33; number 3, C, carries -0.06; number 4, C, carries -0.43; number 5, C, carries -0.30; number 6, O, carries 0.10; number 7, O, carries 0.08; number 8, S, carries 0.98


DFT (ωB97M-V/def2-TZVPD) results for the molecule C5H6O2S.

Summary:
**Frontier orbital gap**: 9.23 eV
**Structure (SMILES)**: C=C1C[C@@H](O)C(=S)O1
**Highest occupied orbital energy**: -9.285 eV

CARTESIAN COORDINATES (ANGSTROEM)
1 C 0.0802 -0.9074 -0.7475
2 C -0.0531 0.3038 -1.7092
3 C -0.6706 1.3352 -0.7943
4 C -1.0892 2.5664 -1.0231
5 C -0.0985 -0.3710 0.6467
6 H 1.3932 -2.2257 -0.2538
7 H -0.7793 -1.6948 -0.8603
8 H 0.9592 0.5372 -2.0722
9 H -0.6851 0.2012 -2.5809
10 H -1.3739 3.1704 -0.1619
11 H -1.1115 2.9959 -1.9994
12 O 1.3541 -1.4826 -0.8998
13 O -0.6301 0.8941 0.4973
14 S 0.4246 -0.9899 2.0571

Löwdin atomic charge list, values in e, 8 entries: number 1, C, carries -0.38; number 2, C, carries -0.03; number 3, C, carries -0.34; number 4, C, carries 0.09; number 5, C, carries -0.74; number 6, H, carries 0.09; number 7, H, carries 0.19; number 8, H, carries 0.14


DFT (ωB97M-V/def2-TZVPD) results for the molecule C5H6O2S.

Summary:
**Frontier orbital gap**: 9.91 eV
**Structure (SMILES)**: C#C[C@@](O)(C=O)CS
**Highest occupied orbital energy**: -9.465 eV

CARTESIAN COORDINATES (ANGSTROEM)
1 C -0.3821 0.3155 1.1657
2 C 0.0584 -0.4700 -0.1152
3 C 1.4665 -0.0438 -0.5271
4 C -0.8292 -0.2754 -1.2513
5 C -1.5046 -0.1120 -2.2359
6 H -0.3297 2.4518 2.3496
7 H -1.3912 -0.0743 1.3559
8 H 0.3107 -0.0267 1.9960
9 H 0.9905 -2.0556 0.3536
10 H 1.6268 0.8959 -1.0664
11 H -2.0553 -0.0758 -3.1189
12 O 0.0413 -1.8806 0.1722
13 O 2.3676 -0.7276 -0.0946
14 S -0.3697 2.0786 1.0165

Löwdin atomic charge list, values in e, 8 entries: number 1, C, carries -0.52; number 2, C, carries -0.57; number 3, C, carries -0.17; number 4, C, carries -0.07; number 5, C, carries 0.17; number 6, H, carries -0.11; number 7, H, carries 0.09; number 8, H, carries 0.11


DFT (ωB97M-V/def2-TZVPD) results for the molecule C5H6O2S.

Summary:
**Frontier orbital gap**: 9.59 eV
**Structure (SMILES)**: C/C=C1\COC(=S)O1
**Highest occupied orbital energy**: -8.954 eV

CARTESIAN COORDINATES (ANGSTROEM)
1 C 3.4913 -0.1572 0.0111
2 C 2.1819 -0.8172 0.0025
3 C 1.0063 -0.1635 0.0093
4 C 0.6791 1.2744 0.0070
5 C -1.2381 0.0187 -0.0351
6 H 4.1448 -0.4140 0.8708
7 H 4.0058 -0.4782 -0.8436
8 H 3.3964 0.9440 -0.0266
9 H 2.1562 -1.9243 -0.0774
10 H 1.0384 1.8340 0.8675
11 H 1.0545 1.8002 -0.8907
12 O -0.7544 1.2758 -0.0095
13 O -0.2166 -0.8567 -0.0009
14 S -2.7970 -0.3779 0.0135

Löwdin atomic charge list, values in e, 8 entries: number 1, C, carries -0.09; number 2, C, carries -0.08; number 3, C, carries -0.23; number 4, C, carries -0.08; number 5, C, carries -0.92; number 6, H, carries 0.09; number 7, H, carries 0.06; number 8, H, carries 0.09


DFT (ωB97M-V/def2-TZVPD) results for a cluster of 2 separate species, C5H6O3 in total.

Summary:
**Frontier orbital gap**: 9.25 eV
**Structure (SMILES)**: CC(=O)C=O.C=C=O
**Highest occupied orbital energy**: -9.541 eV

CARTESIAN COORDINATES (ANGSTROEM)
1 C -0.9520 -0.1479 1.5468
2 C 1.3260 -0.3163 -0.9786
3 C -0.2456 -0.1466 -0.8722
4 C 0.0767 -0.9301 1.7894
5 C -0.6360 1.3248 -0.7775
6 O -1.0089 -0.9531 -1.3629
7 O 0.9302 -1.6853 1.9813
8 O 0.0197 2.2140 -0.3036
9 H -1.6606 1.4948 -1.1531
10 H -0.9625 0.8423 1.9780
11 H -1.9080 -0.5829 1.2775
12 H 1.8611 0.4896 -0.4966
13 H 1.6081 -1.2876 -0.5854
14 H 1.5518 -0.3158 -2.0429

Löwdin atomic charge list, values in e, 8 entries: number 1, C, carries 0.01; number 2, C, carries 0.00; number 3, C, carries -0.45; number 4, C, carries -0.23; number 5, C, carries -0.22; number 6, O, carries 0.06; number 7, O, carries 0.21; number 8, O, carries 0.07


DFT (ωB97M-V/def2-TZVPD) results for a structure of composition C5H6O3Tl.

Summary:
**Multiplicity**: 2
**Frontier orbital gap (spin up / spin down)**: 4.66 / 8.47 eV
**Highest occupied orbital energy (spin up / spin down)**: -4.794 / -8.719 eV

CARTESIAN COORDINATES (ANGSTROEM)
1 O 5.2521 -1.1883 0.1285
2 C 4.2434 -0.6341 0.0900
3 O 3.2533 -0.0269 0.0421
4 C -4.7143 -1.9100 0.3564
5 C -4.3228 -0.8089 -0.3037
6 C -2.9172 -0.4122 -0.5483
7 C -2.5314 0.9379 -0.0225
8 O -1.3461 1.3111 0.4342
9 H -3.9927 -2.5433 0.8805
10 H -5.7696 -2.1766 0.4422
11 H -5.0919 -0.1147 -0.6651
12 H -2.0663 -0.9091 0.0877
13 H -3.2664 1.7388 -0.2357
14 Tl 0.9333 1.0573 0.2124
15 H -2.6239 -0.5586 -1.6094

Löwdin atomic charge list, values in e, 8 entries: number 1, O, carries 0.24; number 2, C, carries -0.40; number 3, O, carries -0.08; number 4, C, carries -0.01; number 5, C, carries -0.21; number 6, C, carries -0.25; number 7, C, carries -0.35; number 8, O, carries -0.50


DFT (ωB97M-V/def2-TZVPD) results for a cluster of 2 separate species, C5H6O4 in total.

Summary:
**Frontier orbital gap**: 9.76 eV
**Structure (SMILES)**: O=C(O)c1ccco1.O
**Highest occupied orbital energy**: -9.089 eV

CARTESIAN COORDINATES (ANGSTROEM)
1 C 2.3255 -0.3698 -0.4106
2 C 1.0343 -0.4487 -0.9313
3 C 2.1843 0.4561 0.6678
4 C 0.1077 0.2591 -0.1780
5 C -1.3142 0.6355 -0.4415
6 O 0.8545 0.8748 0.8173
7 O -1.7506 0.5480 -1.7063
8 O -2.0429 1.1879 0.3690
9 O -1.6420 -1.1838 1.3160
10 H 3.2216 -0.7958 -0.7914
11 H 0.8683 -1.0584 -1.7493
12 H 2.7710 0.7812 1.4047
13 H -2.6191 0.9668 -1.7597
14 H -2.5180 -1.5073 1.5424
15 H -1.4804 -0.3454 1.8510

Löwdin atomic charge list, values in e, 8 entries: number 1, C, carries -0.03; number 2, C, carries -0.02; number 3, C, carries -0.04; number 4, C, carries -0.16; number 5, C, carries -0.46; number 6, O, carries 0.04; number 7, O, carries 0.13; number 8, O, carries 0.07


DFT (ωB97M-V/def2-TZVPD) results for a structure of composition C5H6O4Sc.

Summary:
**Frontier orbital gap (spin up / spin down)**: 5.68 / 5.68 eV
**Highest occupied orbital energy (spin up / spin down)**: -11.305 / -11.306 eV
**Net charge**: +1

CARTESIAN COORDINATES (ANGSTROEM)
1 O -0.1626 1.1313 0.9121
2 O -1.5639 0.2142 -0.5094
3 C -2.6746 -0.6083 -0.3792
4 C -3.8849 -0.1316 -0.6309
5 C -0.5559 0.1048 0.3339
6 H -2.4711 -1.5782 0.0797
7 H -0.4510 -0.8774 0.8244
8 H -4.7495 -0.7428 -0.3796
9 H -4.0578 0.9338 -0.7833
10 Sc 1.7075 1.9939 1.3568
11 O 2.8965 1.6595 -0.2851
12 O 3.0833 0.4823 1.5252
13 C 3.1871 0.4585 0.2015
14 C 3.0849 -0.7116 -0.5466
15 H 3.3932 -1.6536 -0.0909
16 H 3.2188 -0.6750 -1.6285

Löwdin atomic charge list, values in e, 8 entries: number 1, O, carries -0.04; number 2, O, carries 0.06; number 3, C, carries -0.16; number 4, C, carries 0.10; number 5, C, carries -0.18; number 6, H, carries 0.13; number 7, H, carries 0.19; number 8, H, carries 0.09


What ΔE to the lowest compared entry with this formula, charge and spin values result from the calculations? In sequence: 62.5, 116.6, 24.6, 60.2, 18.9, 47.9, 7.1, 34.4, 0.0 kcal/mol.
What DFT total energy values result from the calculations? In sequence: -344.50237, -742.59899, -742.74571, -742.68894, -742.75477, -419.76309, -592.22360, -495.04989, -1255.51102 Ha.